(1)
16
Properties=species:S:1:pos:R:3:nbo_charge:R:1 method="wB97M-V/def2-TZVPD" total_charge=+1 e_above_lowest_ev=6.004 lumo_energy_ev=-5.0 homo_energy_ha=-0.488
C 1.7291 0.0566 0.5970 0.3362
C -0.8163 0.7732 -2.1603 -0.2821
N 0.4848 -0.2784 0.5423 -0.7490
N 2.4550 -0.1206 1.7319 -0.7981
N -1.5815 -0.5839 -0.4873 0.3488
N -2.3614 -0.7892 0.4793 -0.4402
O -1.6552 0.5989 -1.0616 -0.2572
H -0.9908 1.7268 -2.6249 0.2376
H 2.1848 0.6723 -0.1463 0.1910
H -0.8352 0.0063 -2.9123 0.2231
H 0.2857 -0.8667 1.3294 0.3234
H -2.6312 0.0179 1.1442 0.4188
H 2.2123 -0.7343 2.4745 0.3968
H -2.1389 -1.6600 0.9230 0.4245
H 3.2889 0.4027 1.9943 0.4164
H 0.3699 0.7783 -1.8232 0.2099

(2)
17
Properties=species:S:1:pos:R:3:nbo_charge:R:1 method="wB97M-V/def2-TZVPD" total_charge=0 e_above_lowest_ev=12.425 lumo_energy_ev=0.2 homo_energy_ha=-0.289
C -1.8413 -0.5384 -0.9744 -0.4079
C 0.2670 0.2137 -0.1245 0.4561
H -1.0699 -0.8180 -1.9157 0.1488
H -2.6110 -1.1364 -0.9524 0.2148
H -2.0517 0.4890 -1.2729 0.2455
H -0.6185 -1.6114 1.8941 0.4824
H 1.3652 -1.5745 -0.3167 0.4144
H 2.3504 1.3132 -0.5548 0.3494
H 3.3146 -0.1691 1.2278 0.1686
H -0.8724 2.7854 1.0984 0.3671
H -1.4361 1.1476 0.7688 0.3543
N -1.0314 -0.4375 0.1486 -0.1874
N 1.3373 -0.5291 -0.3642 -0.4789
N 2.7036 -0.2099 -0.2837 -0.5268
N 0.2517 1.4191 0.0718 -0.3135
N -0.9061 2.0384 0.3664 -0.6645
O -0.6764 -1.8055 0.8806 -0.6225